94
Properties=species:S:1:pos:R:3:forces:R:3:lowdin_charge:R:1 method="wB97M-V/def2-TZVPD" e_lumo_ev=-2.59 mol_weight_g_mol=782.74 charge=+1 homo_lumo_gap_ha=0.3251 largest_force_ev_per_a=2.98 homo_energy_ev=-11.441
O -1.958 -0.428 1.029 -1.13 0.69 -1.12 0.00
C -2.664 -0.917 -0.114 -0.51 -1.23 -0.40 -0.21
C -1.853 -0.895 -1.482 -1.05 -1.05 -0.78 -0.07
N -0.911 0.252 -1.661 0.28 0.35 -0.05 -0.11
C -1.498 1.606 -1.346 -0.33 2.33 0.25 -0.11
C -1.228 2.690 -2.523 -0.25 -0.26 0.18 -0.22
C -0.682 4.090 -1.978 -0.12 -0.72 -0.75 -0.53
S -2.083 5.309 -1.927 -0.04 -0.09 0.14 0.66
C 0.447 0.022 -1.002 1.92 -0.27 -0.63 -0.12
C 1.541 1.116 -1.408 0.84 -0.31 1.00 -0.25
C 1.825 2.101 -0.167 -0.78 0.70 -0.55 -0.65
I 3.436 1.361 1.125 -0.82 0.33 -0.62 0.83
C -3.018 -2.460 0.197 0.12 0.29 1.48 -0.39
F -4.145 -2.492 1.042 2.07 -0.29 -2.01 0.09
F -1.964 -3.012 0.950 -2.09 0.61 -2.03 0.09
F -3.244 -3.203 -0.959 0.34 1.21 2.42 0.10
H -2.413 0.408 1.266 0.52 -0.71 0.14 0.13
H -3.683 -0.413 -0.256 1.48 -0.58 0.24 0.18
H -1.285 -1.863 -1.702 -0.64 1.46 0.59 0.15
H -2.623 -0.811 -2.328 1.05 -0.09 1.20 0.15
H -0.692 0.281 -2.680 -0.22 -0.25 0.63 0.15
H -2.623 1.598 -1.205 1.35 -0.64 -0.21 0.14
H -1.066 1.991 -0.358 -0.42 -0.75 -1.47 0.13
H -2.228 2.846 -3.056 1.54 -0.08 0.68 0.11
H -0.513 2.310 -3.315 -0.74 0.12 1.04 0.11
H 0.044 4.487 -2.769 -1.19 -0.24 1.16 0.09
H -0.094 4.014 -1.015 -0.92 0.04 -0.97 0.06
H -3.147 4.665 -1.308 1.24 -0.03 -0.35 -0.13
H 0.818 -0.967 -1.444 -0.66 1.22 0.98 0.13
H 0.389 0.011 0.125 -0.39 -0.32 -1.39 0.13
H 1.338 1.656 -2.381 -0.01 -0.50 1.21 0.11
H 2.519 0.544 -1.564 -1.51 0.65 0.05 0.07
H 2.119 3.148 -0.516 -0.31 -1.53 0.54 0.05
H 0.916 2.196 0.523 1.30 -0.07 -1.02 0.03
C -3.021 7.751 1.901 -0.24 0.14 0.10 -0.07
C -1.802 7.211 1.296 0.00 0.04 0.06 -0.29
N -0.845 6.787 0.821 -0.20 0.06 0.20 0.12
H -3.436 7.070 2.646 0.18 -0.02 -0.08 0.09
H -2.833 8.703 2.402 0.14 -0.12 -0.05 0.07
H -3.798 7.925 1.153 0.18 -0.09 -0.07 0.08
C -3.001 -3.165 -4.630 -0.22 -0.26 0.04 -0.07
C -1.843 -2.272 -4.695 -0.05 -0.08 -0.08 -0.28
N -0.932 -1.567 -4.741 -0.30 -0.02 0.33 0.13
H -2.851 -3.965 -3.902 0.20 0.16 0.02 0.08
H -3.907 -2.629 -4.340 0.16 0.11 -0.07 0.09
H -3.199 -3.637 -5.595 0.17 0.27 -0.06 0.03
C 3.792 -3.350 1.192 0.14 -0.16 0.26 -0.06
C 3.472 -2.437 0.093 0.04 -0.07 0.03 -0.26
N 3.222 -1.720 -0.771 -0.08 -0.27 0.19 0.13
H 4.523 -2.912 1.876 -0.07 0.16 -0.15 0.06
H 2.905 -3.597 1.778 -0.02 0.15 -0.17 0.09
H 4.211 -4.288 0.823 -0.06 0.16 -0.17 0.09
C 0.051 -1.797 -8.509 0.29 0.17 -0.11 -0.06
C -1.177 -2.480 -8.102 0.06 0.04 -0.04 -0.26
N -2.142 -3.015 -7.782 0.28 0.09 -0.03 0.15
H 0.549 -1.328 -7.658 -0.22 -0.13 0.07 0.08
H 0.763 -2.490 -8.962 -0.21 -0.09 0.06 0.09
H -0.150 -1.013 -9.242 -0.19 -0.13 0.07 0.09
C 5.507 1.124 5.064 0.02 0.16 0.30 -0.05
C 5.517 0.413 3.785 0.02 0.01 0.10 -0.30
N 5.524 -0.148 2.780 0.10 0.08 0.35 0.06
H 5.673 0.444 5.902 -0.03 -0.11 -0.21 0.09
H 6.288 1.886 5.104 -0.02 -0.12 -0.21 0.09
H 4.553 1.625 5.235 0.01 -0.13 -0.20 0.09
C -4.411 11.495 1.157 0.07 0.15 -0.28 -0.07
C -4.846 10.956 2.448 0.01 0.05 -0.06 -0.29
N -5.186 10.532 3.460 0.14 0.03 -0.29 0.13
H -3.886 12.445 1.277 -0.07 -0.10 0.18 0.09
H -3.732 10.810 0.644 -0.06 -0.05 0.18 0.07
H -5.258 11.674 0.492 -0.04 -0.08 0.21 0.08
C -3.258 -6.955 -5.948 0.24 -0.21 0.06 -0.07
C -4.379 -6.044 -6.191 0.02 -0.08 -0.03 -0.29
N -5.258 -5.328 -6.381 0.26 -0.13 0.14 0.14
H -3.327 -7.421 -4.963 -0.18 0.12 -0.07 0.08
H -3.228 -7.758 -6.687 -0.15 0.16 -0.02 0.09
H -2.300 -6.432 -5.995 -0.18 0.13 -0.08 0.08
C 8.291 -2.361 3.694 0.31 0.15 -0.12 -0.07
C 7.049 -3.012 4.113 0.04 0.07 -0.04 -0.26
N 6.070 -3.519 4.439 0.23 0.15 -0.15 0.14
H 8.810 -1.908 4.541 -0.19 -0.12 0.05 0.09
H 8.979 -3.072 3.233 -0.19 -0.09 0.09 0.09
H 8.102 -1.570 2.966 -0.24 -0.12 0.08 0.07
C 4.527 -4.207 7.396 0.00 -0.22 -0.22 -0.09
C 4.191 -3.173 8.377 0.00 -0.07 0.00 -0.28
N 3.926 -2.361 9.147 0.09 -0.16 -0.24 0.11
H 4.581 -3.798 6.386 0.01 0.10 0.17 0.03
H 5.494 -4.666 7.613 -0.06 0.17 0.12 0.08
H 3.783 -5.006 7.384 -0.04 0.17 0.18 0.08
C -2.921 -3.650 4.154 -0.18 0.19 -0.20 -0.08
C -2.208 -4.562 5.050 -0.02 0.03 -0.01 -0.28
N -1.647 -5.278 5.753 -0.13 0.19 -0.21 0.13
H -2.663 -3.830 3.110 0.09 -0.14 0.19 0.05
H -4.004 -3.763 4.244 0.13 -0.13 0.14 0.09
H -2.685 -2.607 4.372 0.10 -0.15 0.13 0.08

---

101
Properties=species:S:1:pos:R:3:forces:R:3:lowdin_charge:R:1 method="wB97M-V/def2-TZVPD" e_lumo_ev=2.19 mol_weight_g_mol=774.70 charge=-1 homo_lumo_gap_ha=0.2463 largest_force_ev_per_a=5.38 homo_energy_ev=-4.512
C 0.383 3.029 -0.927 0.11 0.67 0.98 -0.04
C 0.692 1.732 -0.054 0.04 0.85 1.03 -0.33
O 2.091 1.343 -0.289 -0.70 -0.48 0.69 -0.11
C -0.309 0.491 -0.206 0.87 -0.92 0.98 -0.12
N -1.442 0.577 -1.098 -0.06 0.50 -0.29 -0.16
C -2.564 1.426 -0.743 -0.90 0.50 0.90 -0.12
C -4.022 0.752 -0.907 0.23 0.51 -0.68 -0.30
O -4.687 0.709 0.398 0.15 -1.01 -0.50 -0.10
C -4.969 1.605 -1.881 -0.28 -0.71 0.04 -0.23
N -4.412 1.850 -3.239 -0.09 -0.06 0.74 -0.01
C -1.335 0.086 -2.459 0.12 -1.10 -0.65 -0.18
C -0.203 0.693 -3.404 -1.52 -0.48 -1.89 -0.14
O 1.167 0.386 -2.997 -1.79 0.51 -0.29 -0.11
N 1.931 0.809 -4.062 1.75 0.93 1.82 -0.04
O 2.932 1.283 -3.610 -0.55 -0.71 -1.45 0.03
C -1.177 -1.542 -2.491 0.56 -4.72 2.43 -0.51
O -0.896 -2.167 -3.564 -0.86 2.51 1.54 -0.09
O -1.305 -2.280 -1.309 0.13 3.73 -3.88 -0.22
H 1.369 3.450 -1.337 -1.53 -0.79 0.35 0.09
H -0.001 3.836 -0.194 0.53 -1.18 -1.20 0.08
H -0.428 2.918 -1.714 1.31 -0.12 0.85 0.05
H 0.669 2.062 1.061 -0.13 -0.54 -2.06 0.11
H 2.301 0.630 0.360 -0.42 0.77 -0.72 0.07
H -0.694 0.246 0.858 0.45 0.37 -1.53 0.13
H 0.335 -0.425 -0.494 -1.12 1.38 0.24 0.14
H -2.590 2.429 -1.300 0.12 -1.09 0.60 0.11
H -2.478 1.696 0.377 -0.05 -0.41 -1.74 0.13
H -3.889 -0.301 -1.327 -0.12 1.29 0.56 0.15
H -5.027 -0.201 0.529 0.39 0.89 -0.18 0.09
H -5.943 1.002 -2.030 1.41 0.91 0.33 0.12
H -5.274 2.585 -1.378 0.60 -1.27 -0.63 0.12
H -3.561 2.429 -3.217 -0.59 -0.54 0.08 0.06
H -4.203 0.970 -3.737 -0.09 0.79 0.42 0.02
H -2.338 0.280 -2.998 1.70 -0.17 0.74 0.13
H -0.343 0.189 -4.434 0.04 0.63 1.66 0.13
H -0.320 1.820 -3.622 0.24 -1.59 0.86 0.12
C -3.031 0.500 5.397 0.26 -0.21 0.43 -0.02
C -2.093 1.516 4.778 -0.82 -0.41 0.50 -0.34
C -2.439 1.855 3.357 -0.50 0.23 -0.34 -0.11
O -1.172 2.192 2.805 0.50 -0.27 0.36 0.05
C -0.239 1.501 3.517 0.77 -0.01 -0.38 -0.54
O 0.902 1.368 3.183 -0.67 0.06 0.48 0.15
O -0.778 0.979 4.655 0.33 0.28 -0.53 0.09
H -2.831 0.405 6.467 -0.08 0.04 -0.07 0.08
H -4.076 0.791 5.267 0.08 0.06 -0.04 0.09
H -2.878 -0.490 4.960 -0.04 0.17 -0.16 0.09
H -2.040 2.415 5.402 0.04 -0.01 -0.11 0.16
H -3.129 2.696 3.286 0.17 0.02 -0.14 0.15
H -2.849 1.010 2.793 -0.02 0.00 0.12 0.14
C 5.216 -0.366 0.366 0.28 0.48 -0.29 -0.01
C 6.019 -0.952 1.504 -0.53 0.05 -1.15 -0.33
C 5.210 -1.872 2.359 -0.25 -0.77 0.09 -0.12
O 5.838 -1.746 3.634 0.45 0.86 0.24 0.06
C 6.395 -0.503 3.670 0.13 0.15 0.59 -0.54
O 6.806 0.027 4.664 -0.17 -0.28 -0.62 0.14
O 6.418 0.060 2.429 0.13 -0.21 0.90 0.08
H 5.870 0.177 -0.322 -0.09 -0.06 0.00 0.09
H 4.696 -1.144 -0.195 0.08 0.00 0.12 0.08
H 4.486 0.357 0.739 0.00 -0.16 0.07 0.08
H 6.923 -1.442 1.123 -0.05 -0.02 0.12 0.16
H 5.245 -2.901 2.010 0.03 0.14 0.25 0.12
H 4.163 -1.565 2.455 0.09 0.03 -0.12 0.14
C -0.074 -5.635 -0.333 0.24 -0.19 -0.55 -0.02
C 1.097 -5.329 0.579 -1.13 -0.52 -0.42 -0.34
C 0.827 -4.205 1.533 -0.64 0.24 0.41 -0.10
O 2.126 -3.656 1.738 0.67 0.01 -0.48 0.06
C 2.841 -3.923 0.611 0.14 0.11 -0.36 -0.51
O 3.891 -3.412 0.339 -0.54 -0.41 0.05 0.13
O 2.206 -4.837 -0.170 0.72 0.60 0.58 0.10
H 0.117 -6.552 -0.897 -0.04 -0.01 0.12 0.08
H -0.997 -5.765 0.236 0.09 0.05 0.05 0.09
H -0.216 -4.837 -1.068 -0.10 0.19 0.28 0.09
H 1.416 -6.235 1.108 0.10 0.11 0.05 0.15
H 0.399 -4.551 2.474 0.23 0.08 0.04 0.14
H 0.183 -3.424 1.115 0.01 -0.15 -0.19 0.14
C -5.512 -3.849 -2.980 0.03 0.25 0.47 -0.02
C -5.601 -2.845 -4.111 -0.25 -0.84 0.76 -0.34
C -5.028 -3.351 -5.402 -0.03 -0.45 -0.45 -0.11
O -4.584 -2.155 -6.032 0.13 0.44 0.36 0.07
C -4.295 -1.276 -5.032 0.59 0.46 -0.05 -0.52
O -3.684 -0.259 -5.181 -0.47 -0.62 -0.06 0.14
O -4.789 -1.708 -3.840 0.18 0.39 -0.70 0.08
H -6.075 -3.493 -2.113 0.00 -0.08 -0.08 0.08
H -5.914 -4.820 -3.277 -0.03 0.08 -0.07 0.09
H -4.477 -3.975 -2.650 -0.01 0.02 -0.22 0.10
H -6.636 -2.506 -4.238 0.08 0.03 -0.10 0.16
H -5.772 -3.859 -6.016 0.07 0.18 -0.10 0.14
H -4.166 -4.013 -5.267 -0.07 0.07 0.18 0.15
C 5.295 4.603 3.382 -0.25 0.15 0.43 -0.02
C 4.247 4.186 2.371 0.81 -0.16 0.76 -0.34
C 4.741 4.216 0.955 0.31 -0.42 -0.41 -0.10
O 3.555 4.490 0.220 -0.39 0.50 0.33 0.06
C 2.731 5.183 1.053 -0.89 0.33 -0.42 -0.53
O 1.747 5.770 0.699 0.83 -0.42 0.35 0.14
O 3.172 5.124 2.341 -0.29 0.06 -0.66 0.08
H 4.935 4.418 4.397 0.10 -0.05 -0.09 0.08
H 6.226 4.051 3.241 -0.11 -0.05 -0.03 0.09
H 5.501 5.675 3.313 0.02 -0.10 -0.20 0.09
H 3.837 3.204 2.631 -0.01 0.06 -0.14 0.16
H 5.177 3.266 0.647 -0.19 0.05 -0.11 0.14
H 5.462 5.018 0.761 -0.02 0.00 0.18 0.14

---

Question: Which value of charge does entry 2 give?
Answer: -1